{"formula": "C11H10BrClFN", "method": "wB97M-V/def2-TZVPD", "symbols": ["H", "C", "H", "H", "N", "H", "C", "C", "C", "C", "C", "H", "C", "H", "C", "C", "C", "C", "H", "Br", "H", "Cl", "F", "H", "H"], "positions_angstrom": [[4.95384, 1.42651, -0.16724], [-2.70224, 1.22244, 2.01942], [-4.89577, 0.83096, 1.92650], [4.83573, 0.87328, -1.80949], [-2.24208, -0.12223, 0.38362], [2.78055, 0.57508, -1.81881], [-1.42857, -0.61651, -0.68119], [4.63108, 0.64443, -0.86671], [3.18061, 0.37814, -0.82975], [-1.59247, -1.74807, -1.47252], [2.37621, -0.09063, 0.11227], [-0.66761, 1.00235, 1.16270], [0.00001, -0.12006, -0.61933], [-2.52246, 1.98662, 2.77723], [1.02035, -0.61547, 0.01620], [-1.70420, 0.77561, 1.25112], [-3.92600, 0.43997, 1.66986], [-3.59957, -0.32365, 0.58736], [-4.09822, -1.07297, -0.01848], [0.31428, 1.44488, -1.65559], [5.14409, -0.31152, -0.58080], [2.94139, -0.47631, 1.75587], [-2.71260, -2.43930, -1.51219], [-0.70944, -2.09236, -2.19965], [0.62309, -1.57120, 0.56962]], "total_energy_ev": -98338.010, "gap_ev": 8.91, "relative_energy_kcal_mol": 4.7, "spin_multiplicity": 1, "homo_energy_ev": -8.5, "smiles": "C/C=C(Cl)/C=C(Br)/C(=C/F)n1cccc1"}